# 1
{
  "formula": "C5H16LiNbOS",
  "method": "the ωB97M-V functional and the def2-TZVPD basis",
  "relative_energy_kj_mol": 241.85,
  "max_force_ev_per_a": 6.0,
  "e_homo_ev": -7.22,
  "total_charge": 0,
  "e_tot_ev": -20076.44900,
  "homo_lumo_gap_ev": 5.79,
  "species": ["C", "C", "S", "C", "Nb", "O", "C", "C", "H", "H", "H", "H", "H", "H", "H", "H", "H", "H", "H", "H", "H", "H", "H", "H", "Li"],
  "xyz": [[3.2503, -0.8404, 0.5611], [3.0493, 0.5928, -0.0158], [1.7643, 1.5635, 0.8867], [0.3784, 1.6872, -0.3165], [-1.5383, 0.7770, 0.4970], [-1.8091, 2.2350, 1.9834], [-1.3792, -0.9036, -1.0684], [-1.5496, -2.2682, -0.3006], [3.2537, -1.5710, -0.2557], [2.4231, -1.1095, 1.2220], [4.2125, -0.8898, 1.0751], [2.7428, 0.5139, -1.0629], [3.9857, 1.1528, 0.0500], [0.6982, 1.1300, -1.2115], [0.2049, 2.7179, -0.6681], [-0.5821, -0.2422, 1.6906], [-3.0620, -0.1198, 1.0396], [-2.5273, 1.7830, -0.6851], [-2.6948, 2.0927, 2.3145], [-2.2032, -0.7975, -1.8200], [-0.4026, -0.8611, -1.5603], [-2.5269, -2.2527, 0.1865], [-0.8198, -2.2422, 0.5112], [-1.4108, -3.1268, -0.9633], [-3.4576, 0.9789, -2.0894]],
  "mulliken_charge": [-0.9169, -0.4642, -0.0636, -0.8170, 0.2212, -0.8387, -0.3224, -1.0452, 0.2651, 0.2677, 0.3003, 0.2666, 0.3749, 0.2599, 0.4286, 0.1001, 0.0036, -0.3155, 0.3036, -0.0090, 0.2844, 0.2665, 0.2878, 0.3327, 0.8297]
}



# 2
{
  "formula": "C5H16N",
  "method": "the ωB97M-V functional and the def2-TZVPD basis",
  "relative_energy_kj_mol": 157.92,
  "max_force_ev_per_a": 3.5,
  "e_homo_ev": -13.81,
  "total_charge": 1,
  "e_tot_ev": -6926.44333,
  "homo_lumo_gap_ev": 9.86,
  "species": ["C", "C", "C", "H", "H", "H", "H", "H", "H", "H", "H", "C", "C", "N", "H", "H", "H", "H", "H", "H", "H", "H"],
  "xyz": [[-1.0418, 0.1388, -1.9072], [-1.8619, -1.1226, -1.6550], [-1.5818, 1.4848, -1.3808], [-0.7978, 0.3575, -2.9980], [-0.0815, -0.1702, -1.3463], [-2.8047, -1.0771, -2.2148], [-1.5454, -2.0462, -2.1907], [-2.6106, 1.3158, -0.9585], [-2.0478, -1.2612, -0.5826], [-1.7001, 2.2470, -2.1497], [-0.9165, 1.8822, -0.5872], [2.1114, -0.0416, 1.6477], [1.5149, -1.3588, 1.0541], [1.1233, 0.8516, 2.3401], [3.0072, -0.1045, 2.2391], [2.3887, 0.6253, 0.6971], [0.4709, -1.4946, 1.2752], [2.1785, -2.3290, 1.2107], [0.2114, 0.4594, 2.5256], [1.3875, 1.1453, 3.3172], [0.9848, 1.6822, 1.7662], [1.6113, -1.1841, -0.1022]],
  "mulliken_charge": [0.2755, -1.2427, -0.8660, 0.3067, -0.2169, 0.3807, 0.3402, 0.2954, 0.2870, 0.3065, 0.1248, -0.2688, -0.9245, -0.3599, 0.3664, 0.2446, 0.3405, 0.3022, 0.3513, 0.3705, 0.3558, 0.2307]
}



# 3
{
  "formula": "C5H16N2O",
  "method": "the ωB97M-V functional and the def2-TZVPD basis",
  "relative_energy_kj_mol": 219.35,
  "s_squared": 0.7504,
  "max_force_ev_per_a": 8.9,
  "e_homo_ev": [1.31, -4.99],
  "total_charge": -1,
  "e_tot_ev": -10468.54712,
  "homo_lumo_gap_ev": [2.55, 8.63],
  "multiplicity": 2,
  "species": ["C", "N", "C", "C", "C", "N", "C", "H", "H", "H", "H", "H", "H", "H", "H", "H", "H", "H", "H", "H", "H", "H", "H", "O"],
  "xyz": [[1.4529, 0.2433, 0.7386], [1.0774, 0.2234, -0.7121], [-0.3980, 0.0320, -0.9062], [-1.1722, 1.2352, -0.4006], [-2.0295, 0.7674, 0.8398], [-3.3060, 0.1812, 0.3928], [3.0570, 0.2740, 0.7797], [0.9320, -0.6426, 1.2401], [1.0300, 1.1260, 1.2896], [1.5104, 0.8353, -1.4543], [-0.6275, -0.2297, -1.9477], [-0.6109, -0.9427, -0.2753], [-0.5503, 2.1472, 0.0099], [-1.8428, 1.8238, -1.0012], [-1.4890, 0.0277, 1.4375], [-2.2821, 1.6293, 1.4160], [-3.7625, 0.6013, -0.2912], [-3.4463, -0.7471, 0.1979], [3.3694, 0.4006, 1.7956], [3.4729, -0.5278, 0.1574], [3.3541, 1.1530, 0.1593], [1.3286, -2.7490, -1.3961], [0.1003, -3.5300, -1.2258], [0.8321, -3.3318, -0.8436]],
  "mulliken_spin": [0.0858, -0.0912, 1.6824, 0.1743, 0.1015, 0.2287, 0.2301, -0.0280, -0.0023, -0.2799, -0.1487, -0.0172, 0.1144, -0.6395, 0.0379, -0.1899, 0.0405, -0.2621, -0.0537, -0.1318, -0.0232, -0.1913, -0.3311, 0.6944]
}



# 4
{
  "formula": "C5H16N2O",
  "method": "the ωB97M-V functional and the def2-TZVPD basis",
  "relative_energy_kj_mol": 562.29,
  "max_force_ev_per_a": 1.1,
  "e_homo_ev": -6.72,
  "total_charge": 0,
  "e_tot_ev": -10466.69403,
  "homo_lumo_gap_ev": 7.49,
  "species": ["C", "C", "N", "N", "O", "H", "H", "H", "H", "H", "H", "H", "H", "C", "C", "C", "H", "H", "H", "H", "H", "H", "H", "H"],
  "xyz": [[0.3896, -0.5057, 1.3809], [1.7768, -1.1088, 1.5666], [-0.3191, -0.5219, 2.6497], [0.4251, 0.8747, 0.9050], [-1.6528, -0.0355, 2.5136], [-2.0403, -0.4241, 1.7095], [-0.3755, -1.4766, 2.9995], [-0.1547, -1.0640, 0.5995], [0.6912, 1.5358, 1.6254], [-0.6614, 1.1287, 0.2993], [1.7113, -2.1605, 1.8516], [2.3231, -0.5696, 2.3412], [2.3291, -1.0470, 0.6290], [-0.5861, 0.9329, -1.9973], [-1.3629, -0.3025, -2.4046], [0.8065, 0.8987, -1.9567], [-1.0429, 1.8606, -2.3328], [-1.2676, 1.1499, -0.5773], [-1.3414, -0.4111, -3.4928], [-2.4041, -0.2581, -2.0780], [-0.9127, -1.2034, -1.9802], [0.9659, 0.9626, -0.0061], [1.3220, -0.0487, -2.0818], [1.3810, 1.7934, -2.1632]],
  "mulliken_charge": [0.2033, -1.4074, -0.3949, -0.2871, -0.3956, 0.3380, 0.2712, 0.2895, 0.2870, 0.3827, 0.3836, 0.3523, 0.3585, 0.1159, -1.2525, -1.2476, 0.3469, -0.2158, 0.3510, 0.3262, 0.2921, 0.2160, 0.3180, 0.3691]
}



# 5
{
  "formula": "C5H16N2O",
  "method": "the ωB97M-V functional and the def2-TZVPD basis",
  "relative_energy_kj_mol": 52.98,
  "max_force_ev_per_a": 1.1,
  "e_homo_ev": -8.81,
  "total_charge": 0,
  "e_tot_ev": -10471.97263,
  "homo_lumo_gap_ev": 9.66,
  "smiles": "CC[C@H](C)NCN.O",
  "species": ["C", "C", "C", "C", "N", "C", "N", "H", "H", "H", "H", "H", "H", "H", "H", "H", "H", "H", "H", "H", "H", "O", "H", "H"],
  "xyz": [[1.7493, -0.7566, 0.6159], [0.9809, 0.1818, 1.5758], [0.1054, 1.1682, 0.8062], [-0.4487, 2.2572, 1.7537], [-0.9748, 0.4251, 0.1602], [-1.6178, 1.0541, -0.9850], [-1.9459, 0.1776, -2.0681], [2.8205, -0.5797, 0.6398], [1.5364, -1.8014, 0.7972], [1.4293, -0.5697, -0.4096], [0.3486, -0.4109, 2.2406], [1.7109, 0.7202, 2.1815], [0.7075, 1.6836, 0.0537], [-0.8917, 1.7791, 2.6297], [0.3103, 2.9605, 2.0898], [-1.2402, 2.8259, 1.2585], [-1.6000, 0.0717, 0.8682], [-2.5372, 1.5767, -0.6942], [-0.9690, 1.8584, -1.3260], [-2.6313, -0.5249, -1.8209], [-1.1215, -0.2794, -2.4370], [1.8584, -3.7629, -1.6039], [1.6550, -2.8753, -1.9204], [1.4570, -3.8537, -0.7359]],
  "mulliken_charge": [-0.9251, -0.6431, 0.0768, -1.5147, -0.3022, -0.6048, -0.5853, 0.3613, 0.2202, 0.1971, 0.3268, 0.3429, 0.4320, 0.3338, 0.3986, 0.3796, 0.2886, 0.3434, 0.4041, 0.2315, 0.2352, -0.6359, 0.3203, 0.3189]
}



# 6
{
  "formula": "C5H16N2O",
  "method": "the ωB97M-V functional and the def2-TZVPD basis",
  "relative_energy_kj_mol": 370.01,
  "max_force_ev_per_a": 9.4,
  "e_homo_ev": -8.21,
  "total_charge": 0,
  "e_tot_ev": -10468.68693,
  "homo_lumo_gap_ev": 8.93,
  "smiles": "CCN(C)CCN.O",
  "species": ["C", "C", "N", "C", "C", "C", "N", "H", "H", "H", "H", "H", "H", "H", "H", "H", "H", "H", "H", "H", "H", "O", "H", "H"],
  "xyz": [[-1.7892, 0.2730, 1.6518], [-1.3057, 0.9900, 0.2632], [0.1278, 1.0859, 0.1822], [0.8061, 1.4302, 1.4144], [0.7855, -0.0859, -0.4853], [0.9848, -1.3558, 0.4390], [1.8144, -2.3009, -0.5286], [-2.8019, 0.2686, 1.7686], [-1.5644, 1.0205, 2.5118], [-1.2515, -0.6455, 1.7638], [-1.7009, 0.5012, -0.6258], [-1.6115, 2.0095, -0.0076], [0.3756, 2.4152, 1.7145], [0.4972, 0.9565, 2.2841], [1.9983, 1.6618, 1.2374], [1.8661, 0.2887, -0.9343], [0.2619, -0.1605, -1.4047], [-0.0720, -1.8010, 0.5256], [1.6993, -1.3229, 1.1087], [2.6865, -1.8480, -0.7964], [1.3101, -2.3741, -1.4197], [-1.3298, -0.5285, -3.7807], [-1.4233, 0.1446, -3.1587], [-0.3633, -0.6227, -3.7236]],
  "mulliken_charge": [-1.0377, -0.5744, 0.0575, -1.2174, -0.1136, -0.2989, -0.7485, 0.4699, 0.2543, 0.2210, 0.2099, 0.4214, 0.4242, 0.4805, 0.2272, 0.3225, -0.2241, 0.2394, 0.3902, 0.2718, 0.2404, -0.6307, 0.3098, 0.3052]
}



# 7
{
  "formula": "C5H16N2O2",
  "method": "the ωB97M-V functional and the def2-TZVPD basis",
  "relative_energy_kj_mol": 133.31,
  "max_force_ev_per_a": 2.3,
  "e_homo_ev": -8.87,
  "total_charge": 0,
  "e_tot_ev": -12519.02699,
  "homo_lumo_gap_ev": 9.39,
  "smiles": "NC[C@@H]1CCCN1.O.O",
  "species": ["N", "C", "C", "C", "C", "C", "N", "H", "H", "H", "H", "H", "H", "H", "H", "H", "H", "H", "H", "O", "H", "H", "O", "H", "H"],
  "xyz": [[-1.5893, -1.7198, 1.4772], [-0.5264, -1.3779, 0.4895], [-0.2441, 0.1458, 0.5619], [-1.4313, 0.9160, -0.0279], [-0.8739, 1.7751, -1.1731], [0.6359, 1.6944, -0.9837], [0.8628, 0.3954, -0.3898], [-1.1999, -2.3696, 2.1485], [-2.3148, -2.2608, 1.0218], [-0.9893, -1.4252, -0.4930], [0.2840, -2.0841, 0.6528], [0.0022, 0.3251, 1.6047], [-1.8831, 1.5687, 0.7179], [-2.1829, 0.2219, -0.3957], [-1.1033, 1.3006, -2.1290], [-1.1966, 2.8107, -1.2352], [1.0263, 2.5207, -0.3668], [1.1704, 1.8422, -1.9282], [1.8031, 0.2501, -0.0651], [0.9403, -2.2283, -2.1138], [1.2300, -1.6018, -1.4354], [1.0914, -1.8244, -2.9713], [2.1048, 0.7320, 2.5625], [2.6509, 0.5458, 1.7849], [1.7329, -0.1525, 2.6861]],
  "mulliken_charge": [-0.6513, -1.2842, 0.5434, -0.8455, -0.4220, -0.8336, -0.2586, 0.2500, 0.2286, 0.6082, 0.3289, 0.2790, 0.3183, 0.2436, 0.2320, 0.3164, 0.3108, 0.3753, 0.2790, -0.6676, 0.3268, 0.3115, -0.6283, 0.2941, 0.3450]
}



# 8
{
  "formula": "C5H16N2O2",
  "method": "the ωB97M-V functional and the def2-TZVPD basis",
  "relative_energy_kj_mol": 176.63,
  "max_force_ev_per_a": 3.0,
  "e_homo_ev": -9.03,
  "total_charge": 0,
  "e_tot_ev": -12518.57800,
  "homo_lumo_gap_ev": 9.77,
  "smiles": "NC[C@@H](N)O.CCCO",
  "species": ["N", "C", "C", "N", "O", "H", "H", "H", "H", "H", "H", "H", "H", "C", "C", "C", "O", "H", "H", "H", "H", "H", "H", "H", "H"],
  "xyz": [[0.6636, 0.9710, -0.9407], [1.9133, 1.0088, -0.1643], [2.4304, -0.4022, 0.2008], [1.6228, -0.9681, 1.2567], [2.5509, -1.2250, -0.9405], [-0.1723, 1.2915, -0.3722], [0.7521, 1.4837, -1.8115], [2.7002, 1.5296, -0.7191], [1.7335, 1.5394, 0.7714], [3.4500, -0.2732, 0.5807], [2.0697, -1.8001, 1.6245], [0.7198, -1.2507, 0.8828], [1.6600, -1.5116, -1.2069], [-2.5932, 1.2100, 0.4164], [-1.7426, -0.0117, 0.7468], [-1.6197, -1.1816, -0.5123], [-0.4084, -1.3431, -1.0967], [-2.8980, 1.7282, 1.3201], [-2.0513, 1.9133, -0.2162], [-3.4981, 0.9196, -0.1226], [-0.8193, 0.2419, 1.2715], [-2.2727, -0.5952, 1.5026], [-1.9290, -2.1256, -0.0504], [-2.3936, -0.8483, -1.2168], [0.1319, -0.3007, -1.2041]],
  "mulliken_charge": [-0.3535, -0.6106, -0.1774, -0.5742, -0.6003, 0.0658, 0.2634, 0.3989, 0.3067, 0.4948, 0.2431, 0.2176, 0.4864, -1.1458, -0.6957, -0.5445, -0.7049, 0.3184, 0.3442, 0.3228, 0.4726, 0.4111, 0.3194, 0.3432, 0.3984]
}



# 9
{
  "formula": "C5H16N3",
  "method": "the ωB97M-V functional and the def2-TZVPD basis",
  "relative_energy_kj_mol": 162.09,
  "max_force_ev_per_a": 5.2,
  "e_homo_ev": -14.09,
  "total_charge": 1,
  "e_tot_ev": -9908.03617,
  "homo_lumo_gap_ev": 11.06,
  "species": ["C", "C", "N", "N", "N", "H", "H", "H", "H", "H", "H", "H", "H", "C", "C", "C", "H", "H", "H", "H", "H", "H", "H", "H"],
  "xyz": [[-2.1909, 1.6763, -0.5521], [0.2024, 1.5044, -0.3313], [-0.8206, 1.9847, -0.9852], [1.4566, 1.3697, -0.8770], [-0.0045, 1.2767, 0.9297], [-0.7353, 2.2978, -1.9464], [1.7067, 1.7943, -1.7416], [2.3330, 1.2039, -0.2913], [-0.8597, 0.8021, 1.3083], [0.7624, 0.9862, 1.5650], [-2.8826, 2.4648, -0.9608], [-2.2751, 1.7393, 0.5870], [-2.3503, 0.6088, -0.9308], [0.3555, -1.9907, 0.1652], [0.1097, -1.8516, 1.6815], [0.8740, -3.3625, -0.2260], [1.3261, -1.4013, 0.0026], [-0.4782, -1.6374, -0.4261], [0.9869, -1.9256, 2.2688], [-0.5022, -0.9977, 1.8967], [0.7921, -3.6921, -1.2918], [-0.5558, -2.6886, 1.9774], [0.2457, -4.1934, 0.2022], [1.9627, -3.6342, -0.1162]],
  "mulliken_charge": [-0.7827, 0.6683, -0.1756, -0.3951, -0.4065, 0.2395, 0.2125, 0.2659, 0.1563, 0.3102, 0.2972, 0.3014, 0.3273, 0.4576, -1.1990, -1.2922, -0.0200, 0.1359, 0.3133, 0.2564, 0.3610, 0.3743, 0.2865, 0.3077]
}



# 10
{
  "formula": "C5H16N3",
  "method": "the ωB97M-V functional and the def2-TZVPD basis",
  "relative_energy_kj_mol": 258.47,
  "max_force_ev_per_a": 8.1,
  "e_homo_ev": -14.40,
  "total_charge": 1,
  "e_tot_ev": -9907.03727,
  "homo_lumo_gap_ev": 10.51,
  "species": ["C", "C", "H", "H", "H", "H", "H", "H", "C", "C", "C", "N", "N", "N", "H", "H", "H", "H", "H", "H", "H", "H", "H", "H"],
  "xyz": [[-1.1415, -1.0433, 1.5414], [-2.5863, -1.5419, 1.8140], [-0.4989, -1.3866, 2.4014], [-0.8196, -1.4888, 0.6325], [-0.9616, 0.0696, 1.6022], [-3.4207, -1.2530, 1.1079], [-3.0048, -1.1491, 2.7586], [-2.6162, -2.6324, 1.9963], [1.7804, 0.8735, -0.0615], [3.3195, 0.5326, 0.0039], [-0.2967, 0.4765, -1.3438], [0.9617, 0.1753, -0.9114], [-0.8770, 1.6506, -1.0409], [-0.7476, -0.3287, -2.3844], [1.1942, 1.0018, 0.9530], [1.7346, 2.0986, -0.3722], [3.6341, 0.1940, -0.9667], [3.4466, -0.3069, 0.6881], [1.3281, -0.6800, -1.1330], [-0.4681, 2.2567, -0.3436], [-1.6195, 2.1722, -1.7268], [-0.6689, -0.0470, -3.3693], [-1.6883, -0.8115, -2.2817], [4.0162, 1.1677, 0.4360]],
  "mulliken_charge": [-0.4997, -1.0491, 0.3179, 0.2190, 0.1493, 0.2869, 0.3159, 0.3010, -0.2399, -1.3753, 0.3280, 0.0731, -0.3364, -0.5064, 0.2758, 0.2673, 0.3508, 0.3533, 0.2468, 0.2324, 0.3157, 0.2613, 0.2935, 0.4187]
}